Computed, not measured: a 18-piece molecular cluster, C72H198N18O18 overall, with ωB97M-V/def2-TZVPD.

E   -5201.4118 Eh
ΔE to the lowest compared entry with this formula, charge and spin   118.45 kcal per mole
Frontier orbital gap   0.31702 Ha
Lowest unoccupied orbital energy   0.0089 Ha
Molar mass   1604.48 g mol⁻¹
Charge   0

Last columns: bonded neighbours and bond lengths (Å).
Cartesian coordinates (Å):
1 C 3.680 16.159 -9.802  C2 1.553, H7 1.090, H8 1.090, H9 1.090
2 C 3.543 14.702 -10.321  C1 1.553, C3 1.579, N6 1.477, H10 1.090
3 C 2.176 14.011 -9.939  C2 1.579, O4 1.509, H11 1.090, H12 1.090
4 O 1.752 14.105 -8.494  C3 1.509, C5 1.420
5 C 2.656 13.447 -7.619  O4 1.420, H13 1.090, H14 1.090, H15 1.090
6 N 3.730 14.635 -11.785  C2 1.477, H16 1.010, H17 1.010
7 H 3.435 16.286 -8.747  C1 1.090
8 H 3.042 16.839 -10.367  C1 1.090
9 H 4.675 16.526 -10.050  C1 1.090
10 H 4.374 14.098 -9.956  C2 1.090
11 H 2.101 12.990 -10.314  C3 1.090
12 H 1.283 14.522 -10.299  C3 1.090
13 H 3.682 13.669 -7.910  C5 1.090
14 H 2.518 12.387 -7.831  C5 1.090
15 H 2.488 13.887 -6.635  C5 1.090
16 H 3.769 13.641 -11.964  N6 1.010
17 H 4.666 15.009 -11.847  N6 1.010
18 C -0.379 17.311 -9.539  C19 1.528, H24 1.090, H25 1.090, H26 1.090
19 C -0.634 18.388 -10.592  C18 1.528, C20 1.538, N23 1.441, H27 1.090
20 C 0.681 18.840 -11.249  C19 1.538, O21 1.450, H28 1.090, H29 1.090
21 O 0.448 19.806 -12.304  C20 1.450, C22 1.437
22 C 1.349 20.921 -12.389  O21 1.437, H30 1.090, H31 1.090, H32 1.090
23 N -1.564 17.897 -11.577  C19 1.441, H33 1.010, H34 1.010
24 H -1.246 17.154 -8.898  C18 1.090
25 H 0.329 17.610 -8.766  C18 1.090
26 H -0.115 16.366 -10.015  C18 1.090
27 H -1.117 19.224 -10.086  C19 1.090
28 H 1.303 18.038 -11.648  C20 1.090
29 H 1.252 19.373 -10.489  C20 1.090
30 H 1.191 21.529 -13.280  C22 1.090
31 H 2.397 20.652 -12.259  C22 1.090
32 H 1.182 21.585 -11.541  C22 1.090
33 H -1.032 17.114 -11.929  N23 1.010
34 H -1.494 18.495 -12.388  N23 1.010
35 C 4.129 22.021 -20.364  C36 1.541, H41 1.090, H42 1.090, H43 1.090
36 C 3.881 20.672 -19.662  C35 1.541, C37 1.508, N40 1.458, H44 1.090
37 C 2.805 20.739 -18.606  C36 1.508, O38 1.427, H45 1.090, H46 1.090
38 O 2.997 21.761 -17.629  C37 1.427, C39 1.458
39 C 1.971 21.816 -16.595  O38 1.458, H47 1.090, H48 1.090, H49 1.090
40 N 3.613 19.650 -20.667  C36 1.458, H50 1.010, H51 1.010
41 H 4.844 21.950 -21.185  C35 1.090
42 H 4.486 22.865 -19.775  C35 1.090
43 H 3.174 22.312 -20.800  C35 1.090
44 H 4.830 20.528 -19.146  C36 1.090
45 H 2.698 19.838 -18.002  C37 1.090
46 H 1.792 20.832 -18.996  C37 1.090
47 H 0.965 21.946 -16.995  C39 1.090
48 H 2.195 22.578 -15.849  C39 1.090
49 H 1.940 20.807 -16.182  C39 1.090
50 H 4.501 19.380 -21.065  N40 1.010
51 H 3.322 18.822 -20.166  N40 1.010
52 C -2.049 20.692 -7.302  C53 1.548, H58 1.090, H59 1.090, H60 1.090
53 C -1.154 19.519 -6.835  C52 1.548, C54 1.556, N57 1.507, H61 1.090
54 C -0.384 19.908 -5.540  C53 1.556, O55 1.457, H62 1.090, H63 1.090
55 O 0.571 20.945 -5.908  C54 1.457, C56 1.390
56 C 1.402 21.505 -4.945  O55 1.390, H64 1.090, H65 1.090, H66 1.090
57 N -2.081 18.371 -6.527  C53 1.507, H67 1.010, H68 1.010
58 H -2.920 20.939 -6.695  C52 1.090
59 H -2.442 20.379 -8.269  C52 1.090
60 H -1.458 21.573 -7.554  C52 1.090
61 H -0.451 19.405 -7.660  C53 1.090
62 H 0.140 19.028 -5.168  C54 1.090
63 H -0.996 20.321 -4.738  C54 1.090
64 H 0.926 21.730 -3.991  C56 1.090
65 H 1.911 22.423 -5.236  C56 1.090
66 H 2.201 20.810 -4.689  C56 1.090
67 H -1.533 17.715 -5.989  N57 1.010
68 H -2.681 18.630 -5.756  N57 1.010
69 C -0.995 14.540 -12.863  C70 1.501, H75 1.090, H76 1.090, H77 1.090
70 C -0.160 15.257 -13.883  C69 1.501, C71 1.570, N74 1.446, H78 1.090
71 C -0.865 16.126 -14.984  C70 1.570, O72 1.456, H79 1.090, H80 1.090
72 O -1.654 15.288 -15.876  C71 1.456, C73 1.450
73 C -2.249 15.998 -16.991  O72 1.450, H81 1.090, H82 1.090, H83 1.090
74 N 0.759 16.105 -13.158  C70 1.446, H84 1.010, H85 1.010
75 H -0.332 13.884 -12.299  C69 1.090
76 H -1.764 13.943 -13.354  C69 1.090
77 H -1.481 15.233 -12.177  C69 1.090
78 H 0.481 14.568 -14.434  C70 1.090
79 H -0.124 16.758 -15.473  C71 1.090
80 H -1.608 16.814 -14.581  C71 1.090
81 H -2.781 15.353 -17.690  C73 1.090
82 H -1.487 16.516 -17.575  C73 1.090
83 H -2.950 16.768 -16.669  C73 1.090
84 H 1.354 15.603 -12.514  N74 1.010
85 H 1.382 16.605 -13.776  N74 1.010
86 C -0.462 24.371 -13.875  C87 1.516, H92 1.090, H93 1.090, H94 1.090
87 C 0.444 25.258 -13.045  C86 1.516, C88 1.593, N91 1.431, H95 1.090
88 C 2.005 25.104 -13.327  C87 1.593, O89 1.448, H96 1.090, H97 1.090
89 O 2.345 23.698 -13.407  C88 1.448, C90 1.378
90 C 3.686 23.413 -13.261  O89 1.378, H98 1.090, H99 1.090, H100 1.090
91 N 0.013 26.608 -13.242  C87 1.431, H101 1.010, H102 1.010
92 H -1.515 24.502 -13.626  C86 1.090
93 H -0.262 23.301 -13.813  C86 1.090
94 H -0.395 24.550 -14.948  C86 1.090
95 H 0.319 24.915 -12.018  C87 1.090
96 H 2.599 25.549 -12.529  C88 1.090
97 H 2.288 25.608 -14.251  C88 1.090
98 H 4.202 23.275 -14.211  C90 1.090
99 H 3.664 22.465 -12.724  C90 1.090
100 H 4.338 24.106 -12.728  C90 1.090
101 H 0.198 26.953 -14.173  N91 1.010
102 H 0.437 27.266 -12.604  N91 1.010
103 C 3.552 18.575 -14.840  C104 1.524, H109 1.090, H110 1.090, H111 1.090
104 C 4.311 17.393 -14.250  C103 1.524, C105 1.558, N108 1.438, H112 1.090
105 C 4.582 17.557 -12.724  C104 1.558, O106 1.493, H113 1.090, H114 1.090
106 O 5.444 18.764 -12.557  C105 1.493, C107 1.394
107 C 5.506 19.034 -11.191  O106 1.394, H115 1.090, H116 1.090, H117 1.090
108 N 3.475 16.241 -14.456  C104 1.438, H118 1.010, H119 1.010
109 H 4.088 19.523 -14.794  C103 1.090
110 H 2.663 18.745 -14.233  C103 1.090
111 H 3.266 18.400 -15.877  C103 1.090
112 H 5.267 17.183 -14.729  C104 1.090
113 H 5.071 16.611 -12.493  C105 1.090
114 H 3.666 17.556 -12.134  C105 1.090
115 H 4.555 18.791 -10.717  C107 1.090
116 H 5.893 20.016 -10.918  C107 1.090
117 H 6.258 18.406 -10.711  C107 1.090
118 H 3.643 15.834 -15.365  N108 1.010
119 H 3.841 15.523 -13.846  N108 1.010
120 C -6.260 19.123 -11.009  C121 1.489, H126 1.090, H127 1.090, H128 1.090
121 C -4.825 19.445 -10.776  C120 1.489, C122 1.576, N125 1.433, H129 1.090
122 C -4.570 20.738 -9.912  C121 1.576, O123 1.455, H130 1.090, H131 1.090
123 O -5.369 21.830 -10.448  C122 1.455, C124 1.398
124 C -5.123 22.973 -9.682  O123 1.398, H132 1.090, H133 1.090, H134 1.090
125 N -4.128 18.340 -10.189  C121 1.433, H135 1.010, H136 1.010
126 H -6.273 18.195 -11.581  C120 1.090
127 H -6.703 19.763 -11.772  C120 1.090
128 H -6.889 19.104 -10.119  C120 1.090
129 H -4.374 19.539 -11.764  C121 1.090
130 H -3.513 21.001 -9.926  C122 1.090
131 H -4.822 20.476 -8.885  C122 1.090
132 H -5.994 23.626 -9.742  C124 1.090
133 H -4.285 23.551 -10.070  C124 1.090
134 H -5.094 22.820 -8.603  C124 1.090
135 H -3.154 18.396 -10.452  N125 1.010
136 H -4.496 17.525 -10.659  N125 1.010
137 C -6.280 12.575 -12.144  C138 1.478, H143 1.090, H144 1.090, H145 1.090
138 C -5.083 13.050 -11.418  C137 1.478, C139 1.552, N142 1.445, H146 1.090
139 C -4.836 14.578 -11.529  C138 1.552, O140 1.391, H147 1.090, H148 1.090
140 O -4.713 14.917 -12.872  C139 1.391, C141 1.407
141 C -4.340 16.245 -13.149  O140 1.407, H149 1.090, H150 1.090, H151 1.090
142 N -5.170 12.536 -10.071  C138 1.445, H152 1.010, H153 1.010
143 H -6.981 13.408 -12.103  C137 1.090
144 H -6.768 11.681 -11.755  C137 1.090
145 H -6.086 12.292 -13.179  C137 1.090
146 H -4.193 12.609 -11.866  C138 1.090
147 H -3.895 14.855 -11.054  C139 1.090
148 H -5.639 15.133 -11.044  C139 1.090
149 H -3.282 16.268 -12.890  C141 1.090
150 H -4.840 17.015 -12.560  C141 1.090
151 H -4.454 16.511 -14.200  C141 1.090
152 H -5.759 13.198 -9.587  N142 1.010
153 H -4.244 12.619 -9.677  N142 1.010
154 C -1.372 15.662 -1.677  C155 1.509, H160 1.090, H161 1.090, H162 1.090
155 C -0.056 15.271 -2.305  C154 1.509, C156 1.633, N159 1.455, H163 1.090
156 C 0.439 16.230 -3.531  C155 1.633, O157 1.420, H164 1.090, H165 1.090
157 O -0.510 16.399 -4.573  C156 1.420, C158 1.387
158 C -0.749 15.277 -5.352  O157 1.387, H166 1.090, H167 1.090, H168 1.090
159 N 0.950 15.120 -1.264  C155 1.455, H169 1.010, H170 1.010
160 H -1.474 15.098 -0.750  C154 1.090
161 H -2.209 15.516 -2.360  C154 1.090
162 H -1.255 16.716 -1.423  C154 1.090
163 H -0.225 14.261 -2.679  C155 1.090
164 H 1.423 15.952 -3.908  C156 1.090
165 H 0.662 17.230 -3.159  C156 1.090
166 H 0.178 15.022 -5.866  C158 1.090
167 H -1.402 15.615 -6.157  C158 1.090
168 H -1.122 14.431 -4.775  C158 1.090
169 H 0.497 14.978 -0.372  N159 1.010
170 H 1.538 14.301 -1.320  N159 1.010
171 C -2.240 20.135 -19.267  C172 1.588, H177 1.090, H178 1.090, H179 1.090
172 C -3.038 19.503 -18.047  C171 1.588, C173 1.514, N176 1.481, H180 1.090
173 C -2.440 19.904 -16.715  C172 1.514, O174 1.497, H181 1.090, H182 1.090
174 O -1.045 19.387 -16.552  C173 1.497, C175 1.428
175 C -0.529 19.694 -15.256  O174 1.428, H183 1.090, H184 1.090, H185 1.090
176 N -4.456 19.865 -18.270  C172 1.481, H186 1.010, H187 1.010
177 H -2.195 21.223 -19.212  C171 1.090
178 H -2.843 19.959 -20.158  C171 1.090
179 H -1.236 19.718 -19.338  C171 1.090
180 H -3.034 18.417 -18.133  C172 1.090
181 H -3.093 19.436 -15.979  C173 1.090
182 H -2.518 20.978 -16.549  C173 1.090
183 H -1.005 19.243 -14.385  C175 1.090
184 H -0.442 20.773 -15.134  C175 1.090
185 H 0.471 19.271 -15.153  C175 1.090
186 H -4.544 20.861 -18.132  N176 1.010
187 H -5.114 19.478 -17.608  N176 1.010
188 C -5.015 23.855 -16.006  C189 1.520, H194 1.090, H195 1.090, H196 1.090
189 C -4.748 22.550 -15.276  C188 1.520, C190 1.524, N193 1.473, H197 1.090
190 C -3.600 22.589 -14.274  C189 1.524, O191 1.382, H198 1.090, H199 1.090
191 O -3.362 21.345 -13.722  C190 1.382, C192 1.448
192 C -2.502 21.419 -12.559  O191 1.448, H200 1.090, H201 1.090, H202 1.090
193 N -5.975 22.138 -14.572  C189 1.473, H203 1.010, H204 1.010
194 H -5.384 24.649 -15.357  C188 1.090
195 H -5.624 23.747 -16.903  C188 1.090
196 H -4.092 24.326 -16.347  C188 1.090
197 H -4.547 21.711 -15.943  C189 1.090
198 H -3.621 23.391 -13.536  C190 1.090
199 H -2.703 22.802 -14.856  C190 1.090
200 H -2.783 22.209 -11.862  C192 1.090
201 H -1.458 21.594 -12.820  C192 1.090
202 H -2.613 20.481 -12.016  C192 1.090
203 H -5.678 21.441 -13.904  N193 1.010
204 H -6.195 22.957 -14.024  N193 1.010
205 C -2.641 23.915 -21.854  C206 1.593, H211 1.090, H212 1.090, H213 1.090
206 C -2.188 25.254 -21.119  C205 1.593, C207 1.547, N210 1.452, H214 1.090
207 C -1.176 25.136 -19.955  C206 1.547, O208 1.511, H215 1.090, H216 1.090
208 O -1.761 24.251 -18.880  C207 1.511, C209 1.405
209 C -0.798 23.682 -18.029  O208 1.405, H217 1.090, H218 1.090, H219 1.090
210 N -1.692 26.226 -22.077  C206 1.452, H220 1.010, H221 1.010
211 H -3.282 24.072 -22.722  C205 1.090
212 H -3.154 23.217 -21.191  C205 1.090
213 H -1.753 23.426 -22.255  C205 1.090
214 H -3.062 25.675 -20.622  C206 1.090
215 H -0.960 26.129 -19.560  C207 1.090
216 H -0.215 24.765 -20.312  C207 1.090
217 H -0.077 23.092 -18.596  C209 1.090
218 H -1.300 23.051 -17.296  C209 1.090
219 H -0.221 24.485 -17.571  C209 1.090
220 H -2.481 26.726 -22.463  N210 1.010
221 H -1.121 26.965 -21.693  N210 1.010
222 C 3.563 27.110 -8.080  C223 1.566, H228 1.090, H229 1.090, H230 1.090
223 C 2.384 26.993 -7.055  C222 1.566, C224 1.552, N227 1.424, H231 1.090
224 C 1.609 25.650 -6.988  C223 1.552, O225 1.405, H232 1.090, H233 1.090
225 O 1.081 25.338 -8.252  C224 1.405, C226 1.424
226 C 0.472 24.052 -8.313  O225 1.424, H234 1.090, H235 1.090, H236 1.090
227 N 2.955 27.192 -5.766  C223 1.424, H237 1.010, H238 1.010
228 H 3.234 26.820 -9.078  C222 1.090
229 H 4.393 26.460 -7.801  C222 1.090
230 H 3.871 28.148 -8.204  C222 1.090
231 H 1.694 27.833 -7.133  C223 1.090
232 H 0.792 25.519 -6.279  C224 1.090
233 H 2.409 24.939 -6.786  C224 1.090
234 H 0.306 23.868 -9.375  C226 1.090
235 H -0.478 24.027 -7.780  C226 1.090
236 H 1.148 23.322 -7.867  C226 1.090
237 H 3.456 26.329 -5.605  N227 1.010
238 H 2.120 27.201 -5.199  N227 1.010
239 C 3.370 18.374 -6.710  C240 1.535, H245 1.090, H246 1.090, H247 1.090
240 C 3.996 19.135 -7.887  C239 1.535, C241 1.562, N244 1.470, H248 1.090
241 C 3.504 20.618 -7.903  C240 1.562, O242 1.431, H249 1.090, H250 1.090
242 O 4.060 21.288 -9.038  C241 1.431, C243 1.442
243 C 3.505 22.591 -9.310  O242 1.442, H251 1.090, H252 1.090, H253 1.090
244 N 5.455 19.136 -7.704  C240 1.470, H254 1.010, H255 1.010
245 H 3.712 17.339 -6.679  C239 1.090
246 H 2.288 18.272 -6.803  C239 1.090
247 H 3.634 18.703 -5.706  C239 1.090
248 H 3.646 18.712 -8.828  C240 1.090
249 H 3.598 21.128 -6.944  C241 1.090
250 H 2.429 20.575 -8.074  C241 1.090
251 H 3.772 23.310 -8.536  C243 1.090
252 H 2.420 22.542 -9.404  C243 1.090
253 H 3.831 22.895 -10.305  C243 1.090
254 H 5.793 19.970 -8.162  N244 1.010
255 H 5.558 19.382 -6.730  N244 1.010
256 C -4.390 15.536 -6.787  C257 1.604, H262 1.090, H263 1.090, H264 1.090
257 C -5.166 16.363 -7.922  C256 1.604, C258 1.522, N261 1.444, H265 1.090
258 C -6.631 15.964 -8.023  C257 1.522, O259 1.435, H266 1.090, H267 1.090
259 O -6.876 14.637 -8.513  C258 1.435, C260 1.441
260 C -8.140 14.011 -8.216  O259 1.441, H268 1.090, H269 1.090, H270 1.090
261 N -4.958 17.738 -7.535  C257 1.444, H271 1.010, H272 1.010
262 H -4.430 14.459 -6.945  C256 1.090
263 H -4.691 15.825 -5.780  C256 1.090
264 H -3.333 15.768 -6.924  C256 1.090
265 H -4.664 16.116 -8.857  C257 1.090
266 H -7.096 16.580 -8.792  C258 1.090
267 H -7.196 16.268 -7.142  C258 1.090
268 H -8.031 13.822 -7.148  C260 1.090
269 H -8.189 13.005 -8.631  C260 1.090
270 H -9.052 14.555 -8.462  C260 1.090
271 H -4.803 18.205 -8.418  N261 1.010
272 H -4.010 17.788 -7.191  N261 1.010
273 C -1.717 13.562 -9.309  C274 1.571, H279 1.090, H280 1.090, H281 1.090
274 C -1.388 12.231 -8.542  C273 1.571, C275 1.528, N278 1.443, H282 1.090
275 C -0.976 12.341 -7.075  C274 1.528, O276 1.438, H283 1.090, H284 1.090
276 O -0.525 11.092 -6.523  C275 1.438, C277 1.370
277 C 0.066 11.186 -5.291  O276 1.370, H285 1.090, H286 1.090, H287 1.090
278 N -2.520 11.342 -8.653  C274 1.443, H288 1.010, H289 1.010
279 H -2.733 13.915 -9.134  C273 1.090
280 H -1.684 13.325 -10.373  C273 1.090
281 H -0.974 14.336 -9.121  C273 1.090
282 H -0.545 11.712 -8.999  C274 1.090
283 H -1.745 12.758 -6.424  C275 1.090
284 H -0.177 13.082 -7.093  C275 1.090
285 H 1.066 11.593 -5.439  C277 1.090
286 H 0.156 10.174 -4.897  C277 1.090
287 H -0.439 11.839 -4.579  C277 1.090
288 H -2.442 10.740 -9.460  N278 1.010
289 H -2.578 10.733 -7.850  N278 1.010
290 C 5.609 27.264 -14.203  C291 1.509, H296 1.090, H297 1.090, H298 1.090
291 C 6.212 27.085 -15.574  C290 1.509, C292 1.544, N295 1.462, H299 1.090
292 C 5.501 25.911 -16.282  C291 1.544, O293 1.398, H300 1.090, H301 1.090
293 O 6.084 24.698 -15.906  C292 1.398, C294 1.442
294 C 5.553 23.572 -16.635  O293 1.442, H302 1.090, H303 1.090, H304 1.090
295 N 6.059 28.355 -16.283  C291 1.462, H305 1.010, H306 1.010
296 H 4.538 27.457 -14.273  C290 1.090
297 H 6.001 28.044 -13.550  C290 1.090
298 H 5.731 26.331 -13.654  C290 1.090
299 H 7.270 26.830 -15.513  C291 1.090
300 H 5.513 26.131 -17.349  C292 1.090
301 H 4.446 25.853 -16.016  C292 1.090
302 H 5.563 23.825 -17.696  C294 1.090
303 H 4.504 23.326 -16.472  C294 1.090
304 H 6.113 22.654 -16.457  C294 1.090
305 H 6.230 29.099 -15.623  N295 1.010
306 H 6.777 28.540 -16.969  N295 1.010